No. 1
{"formula": "C41H48Cl2O5OsSSe", "method": "ωB97M-V/def2-TZVPD", "energy_ha": -5778.05178, "charge": 0, "e_above_lowest_kcal_mol": 21.5, "homo_ha": [-0.289, -0.291], "gap_ev": [6.396, 6.662], "elements": ["Os", "Se", "Cl", "Cl", "S", "O", "O", "O", "O", "O", "C", "C", "C", "C", "C", "C", "C", "C", "C", "C", "C", "C", "C", "C", "C", "C", "C", "C", "C", "C", "C", "C", "C", "C", "C", "C", "C", "C", "C", "C", "C", "C", "C", "C", "C", "C", "C", "C", "C", "C", "C", "H", "H", "H", "H", "H", "H", "H", "H", "H", "H", "H", "H", "H", "H", "H", "H", "H", "H", "H", "H", "H", "H", "H", "H", "H", "H", "H", "H", "H", "H", "H", "H", "H", "H", "H", "H", "H", "H", "H", "H", "H", "H", "H", "H", "H", "H", "H", "H"], "xyz": [[0.41333, 0.75061, -1.26402], [-0.79140, -1.07360, -0.21274], [-0.51260, 2.16912, -3.21423], [-2.95100, -2.26805, -5.01331], [-0.85981, -0.92423, -3.04017], [1.59992, 0.44743, 0.19926], [3.54947, -1.34098, -4.11026], [1.87770, -0.12489, -2.47286], [-0.77401, 1.89277, -0.18738], [1.99962, 1.99359, -2.14683], [4.29067, 2.24800, -3.81069], [-2.71089, -0.54824, -5.04646], [-3.92373, 1.75457, 1.60097], [-1.83956, 1.42722, 0.48827], [-2.62524, 3.83436, 0.88722], [5.22167, -0.03176, -5.09293], [5.84427, 1.18356, -5.27806], [-3.16335, -0.46785, 1.25706], [-2.80608, 2.31849, 0.99747], [1.76312, -0.73530, 0.84135], [5.38796, 2.33755, -4.63582], [4.11080, -0.12892, -4.25249], [1.92557, -3.24588, 2.07408], [0.66776, -1.57445, 0.91576], [-2.38049, 2.20100, -5.14799], [3.64079, 1.02496, -3.60798], [2.02794, -4.63801, 2.70130], [-5.12374, -0.96630, 3.59580], [-1.78334, 0.03060, -4.16949], [0.73308, -2.82841, 1.49775], [-6.46407, 0.89624, 2.63310], [3.46463, -4.98777, 3.09205], [4.20068, -0.18380, 1.39555], [1.53736, -5.69288, 1.69952], [-3.44139, 0.20479, -5.94693], [-5.44447, -0.19625, 2.30858], [-3.80668, 4.59253, 1.49664], [2.48356, 0.97705, -2.72216], [-4.15225, 0.37871, 1.72526], [-6.08183, -1.15325, 1.29130], [2.97868, -1.10228, 1.42877], [5.41528, -0.83722, 2.05697], [-2.50993, 4.26343, -0.58484], [-1.67173, 1.40589, -4.27006], [-2.01523, 0.06412, 0.68491], [3.00657, -2.36030, 2.02993], [-1.35611, 4.24714, 1.64853], [1.15110, -4.68794, 3.95939], [3.87875, 1.11049, 2.15782], [4.58344, 0.16048, -0.05335], [-3.27882, 1.58272, -6.00222], [-0.14380, -3.46570, 1.50608], [-7.39469, 0.43441, 2.96805], [-3.35052, 3.87922, -1.16875], [-1.20291, 5.32574, 1.55811], [-4.14014, -0.29747, -6.60167], [-7.03990, -1.51774, 1.66880], [6.69869, 1.24161, -5.94102], [3.93586, -2.67540, 2.47827], [1.16719, -5.68868, 4.39830], [3.68219, 0.90050, 3.21166], [-1.44906, 4.00489, 2.70962], [3.00794, 1.61114, 1.73657], [1.70041, -6.69510, 2.10194], [0.47163, -5.59038, 1.48983], [5.57026, -0.92909, -5.58628], [3.85585, 0.83017, -0.50295], [-6.11582, 1.55484, 3.43181], [-4.70370, -0.30012, 4.35195], [4.72787, 1.79616, 2.10041], [-2.22705, 3.27099, -5.16259], [-3.85211, 2.16942, -6.70636], [-3.26758, -1.54330, 1.34492], [-6.69365, 1.50886, 1.75882], [3.90307, 3.11810, -3.29712], [-0.47596, 3.74224, 1.25447], [4.14238, -4.92867, 2.23764], [4.65741, -0.73983, -0.66869], [-6.02881, -1.42166, 4.00548], [3.84574, -4.33224, 3.87787], [3.49687, -6.01030, 3.47268], [-6.25748, -0.64920, 0.33895], [5.55493, 0.66005, -0.06351], [5.71030, -1.75904, 1.55031], [-1.58896, 3.90583, -1.03564], [-2.52426, 5.35459, -0.64643], [5.24172, -1.06056, 3.11203], [0.11411, -4.43677, 3.72823], [-3.63779, 5.66352, 1.37241], [-3.91267, 4.39771, 2.56629], [2.77976, -1.26408, -3.51564], [-5.44878, -2.02053, 1.09768], [-4.40063, -1.76299, 3.41195], [5.88902, 3.28370, -4.78477], [-4.67265, 2.42628, 1.99031], [1.50786, -3.97939, 4.70973], [6.25778, -0.14600, 2.00208], [2.07482, -5.61283, 0.75268], [-4.75073, 4.34830, 1.00412]], "lowdin_charge": [1.258, 1.132, 0.830, 0.674, 0.631, -0.277, 0.090, -0.215, -0.324, -0.139, -0.010, -0.676, 0.043, -0.332, -0.530, -0.004, -0.069, -0.056, -0.077, -0.323, -0.082, -0.250, -0.159, -0.356, -0.101, -0.075, -0.558, -0.046, -0.686, -0.050, -0.067, -0.066, -0.525, -0.049, -0.110, -0.559, -0.070, -0.588, -0.163, -0.048, -0.074, -0.068, -0.041, -0.602, -0.366, 0.047, -0.034, -0.045, -0.031, -0.026, -0.080, 0.110, 0.085, 0.094, 0.087, 0.106, 0.084, 0.107, 0.085, 0.086, 0.091, 0.091, 0.079, 0.084, 0.076, 0.121, 0.064, 0.087, 0.090, 0.088, 0.109, 0.107, 0.109, 0.089, 0.122, 0.077, 0.091, 0.100, 0.085, 0.085, 0.085, 0.093, 0.090, 0.090, 0.050, 0.085, 0.087, 0.080, 0.085, 0.088, 0.087, 0.077, 0.078, 0.101, 0.084, 0.090, 0.086, 0.094, 0.088]}

***

No. 2
{"formula": "C28H25IN7O8PS2Ti", "method": "ωB97M-V/def2-TZVPD", "energy_ha": -4352.23928, "charge": -1, "spin_multiplicity": 2, "e_above_lowest_kcal_mol": 7.5, "homo_ha": [-0.116, -0.214], "gap_ev": [5.189, 7.910], "elements": ["I", "Ti", "S", "S", "P", "O", "O", "O", "O", "O", "O", "O", "O", "N", "N", "N", "N", "N", "N", "N", "C", "C", "C", "C", "C", "C", "C", "C", "C", "C", "C", "C", "C", "C", "C", "C", "C", "C", "C", "C", "C", "C", "C", "C", "C", "C", "C", "C", "H", "H", "H", "H", "H", "H", "H", "H", "H", "H", "H", "H", "H", "H", "H", "H", "H", "H", "H", "H", "H", "H", "H", "H", "H"], "xyz": [[-0.95779, 6.65902, 3.35763], [-1.40386, 0.50293, 1.65245], [0.39357, -1.55651, -1.35517], [-1.80025, 1.11784, -0.78437], [-0.70268, -0.06656, -2.03582], [-1.96833, -1.38467, 1.24435], [-0.97696, 0.19066, 3.44265], [0.46425, 0.53173, 1.31028], [0.05650, -0.64342, 5.21784], [4.88705, -0.81082, 5.44382], [4.07511, 1.28587, -0.29958], [6.10140, -0.17296, 3.79122], [2.01157, 2.11023, -0.20797], [5.02006, -0.36023, 4.31793], [0.23892, 3.18960, 1.31490], [1.95109, -3.17908, 2.64904], [-0.05957, -2.32600, 2.02864], [-0.84315, 2.68133, 1.91855], [-1.47021, -3.45908, 0.52455], [2.95706, 1.36559, 0.28699], [1.42834, 0.08656, 3.43158], [0.83405, -3.29744, 1.92601], [3.81137, -0.02253, 3.56232], [-4.13867, -1.21888, -4.02217], [0.40768, 4.47231, 1.62897], [1.66124, 1.10114, -2.92989], [0.38150, 2.81877, -4.70422], [2.58238, -0.17049, 4.17583], [-0.55709, -4.45367, 0.40853], [2.40145, 2.00900, -3.67614], [2.80573, 0.78640, 1.53902], [1.51565, 0.49238, 2.08955], [-1.90778, -0.74952, -3.24103], [-1.37736, 3.66337, 2.63994], [-3.30062, 1.37293, 1.94751], [3.94806, 0.45167, 2.26637], [-1.39352, -1.45603, -4.32964], [-2.61959, -3.38709, -0.37414], [0.11593, -0.16224, 4.10968], [-0.35989, 1.92537, -3.95076], [-3.28250, -0.63071, -3.09529], [-0.61994, 4.82322, 2.48701], [0.28137, 1.05958, -3.06599], [-1.15219, -2.35773, 1.28172], [0.60779, -4.42970, 1.08623], [-2.24472, -2.03193, -5.25612], [-3.62310, -1.91715, -5.10130], [1.76531, 2.86102, -4.56387], [0.90087, 2.60136, 0.69081], [2.11112, -2.31058, 3.14502], [-2.83189, -4.38908, -0.74053], [-3.67546, -0.07769, -2.25143], [-3.52117, 2.24425, 1.33399], [-4.28954, -2.37046, -5.82497], [-3.47776, -2.99910, 0.16561], [-1.83648, -2.57359, -6.10046], [1.33281, -5.22163, 0.98030], [-1.43993, 1.90167, -4.04478], [-2.38297, -2.72415, -1.20727], [2.34400, 3.57046, -5.14325], [1.23003, 5.04010, 1.22876], [-3.97751, 0.55489, 1.66904], [-0.31970, -1.55668, -4.43554], [2.71612, -3.81508, 2.52277], [-5.21053, -1.12375, -3.89847], [-3.45064, 1.60154, 3.00536], [2.15433, 0.44528, -2.22637], [-0.82105, -5.25400, -0.26802], [-0.11731, 3.48867, -5.39385], [3.47265, 2.05801, -3.53217], [-2.26621, 3.50519, 3.22453], [4.91622, 0.59343, 1.81474], [2.49533, -0.50312, 5.19854]], "lowdin_charge": [0.816, 0.929, 0.334, 0.384, 0.162, -0.121, -0.132, -0.242, 0.090, 0.049, -0.062, 0.059, -0.109, -0.361, 0.030, 0.215, 0.227, -0.062, -0.050, -0.346, -0.084, -0.342, -0.162, -0.093, -0.131, -0.107, -0.097, 0.017, -0.059, -0.069, -0.083, -0.236, -0.403, -0.187, -0.262, 0.076, -0.102, 0.006, -0.524, -0.100, -0.121, -0.770, -0.387, -0.502, 0.006, -0.089, -0.103, -0.095, 0.089, 0.095, 0.093, 0.061, -0.007, 0.095, 0.100, 0.098, 0.111, 0.104, 0.070, 0.095, 0.124, 0.003, 0.103, 0.116, 0.097, 0.003, 0.064, 0.134, 0.094, 0.106, 0.104, 0.118, 0.125]}

***

No. 3
{"formula": "C3H5N3", "method": "ωB97M-V/def2-TZVPD", "energy_ha": -281.35975, "charge": 0, "e_above_lowest_kcal_mol": 144.5, "homo_ha": -0.363, "smiles": "Cn1n2ccn12", "gap_ev": 10.993, "elements": ["N", "N", "N", "C", "C", "C", "H", "H", "H", "H", "H"], "xyz": [[0.34008, 0.85595, 0.33230], [0.37515, -0.58691, 0.60114], [-0.50892, -0.08167, -0.41036], [1.68047, -0.61937, -0.14033], [1.70724, 0.71775, -0.20806], [-1.81502, -0.09060, 0.13035], [-2.17133, -1.03335, 0.38665], [-2.52348, 0.44531, -0.71083], [-1.74822, 0.50683, 1.04164], [2.32552, -1.43753, -0.28672], [2.33851, 1.32359, -0.73578]], "lowdin_charge": [-0.015, -0.026, -0.144, -0.030, -0.057, -0.116, 0.047, 0.137, 0.071, 0.075, 0.059]}